A molecular structure, C32H28N5O2Y. Source: OMol25; level of theory: wB97M-V/def2-TZVPD.

Charge: +2
HOMO level (hartree): -0.45750
Frontier orbital gap (eV): 6.563

Atoms and positions in Å:
Y: 0.333 0.296 -0.216
N: 1.715 3.105 1.791
C: 0.367 2.897 2.039
C: -0.270 3.837 2.865
C: -1.603 3.692 3.144
C: -2.310 2.613 2.603
C: -1.618 1.745 1.810
N: -0.296 1.863 1.524
C: 2.686 2.443 1.058
C: 3.963 3.025 1.038
C: 4.965 2.420 0.325
C: 4.707 1.227 -0.360
C: 3.441 0.722 -0.283
N: 2.428 1.311 0.404
H: 2.063 3.944 2.228
H: 0.294 4.667 3.269
H: -2.101 4.415 3.777
H: -3.363 2.465 2.789
H: -2.135 0.900 1.359
H: 4.145 3.944 1.578
H: 5.950 2.867 0.298
H: 5.469 0.717 -0.928
H: 3.194 -0.208 -0.788
O: 3.008 -6.307 -1.747
C: 2.525 -5.494 -2.789
C: 2.027 -4.205 -2.201
C: 1.594 -3.178 -3.034
C: 1.121 -2.016 -2.466
N: 1.071 -1.831 -1.136
C: 1.486 -2.821 -0.322
C: 1.967 -4.015 -0.826
C: 1.378 -2.564 1.147
C: 1.933 -3.428 2.075
C: 1.780 -3.171 3.430
C: 2.346 -4.096 4.470
O: 3.077 -5.107 3.821
C: 1.079 -2.031 3.808
C: 0.575 -1.205 2.828
N: 0.713 -1.453 1.517
H: 3.301 -7.152 -2.103
H: 1.689 -5.965 -3.320
H: 3.300 -5.267 -3.528
H: 1.616 -3.278 -4.111
H: 0.763 -1.194 -3.075
H: 2.292 -4.814 -0.178
H: 2.488 -4.301 1.772
H: 1.509 -4.504 5.050
H: 2.969 -3.513 5.156
H: 3.408 -5.737 4.470
H: 0.927 -1.784 4.850
H: 0.034 -0.306 3.095
C: 0.326 4.999 -3.616
C: 0.880 4.551 -2.397
C: 0.538 3.324 -1.905
C: -0.364 2.464 -2.584
C: -0.710 1.169 -2.060
C: -1.630 0.436 -2.782
C: -2.215 0.894 -3.986
C: -1.857 2.113 -4.480
C: -0.924 2.934 -3.795
C: -0.557 4.209 -4.294
H: 0.597 5.970 -4.007
H: 1.569 5.189 -1.858
H: 0.968 3.016 -0.953
H: -1.940 -0.553 -2.437
H: -2.937 0.283 -4.511
H: -2.289 2.477 -5.405
H: -0.992 4.551 -5.224

---

A molecular structure, C32H29AsBrN2O3S4Tc. Source: OMol25; level of theory: wB97M-V/def2-TZVPD.

Charge: +2
HOMO level (spin up / spin down) (hartree): -0.50026 / -0.50030
Energy relative to the best compared isomer or geometry (same formula, charge and spin) (kcal per mole): 0.0
Frontier orbital gap (spin up / spin down) (eV): 5.130 / 5.140

Atoms and positions in Å:
Tc: 0.331 0.353 -1.266
Br: 4.990 -5.588 -1.485
C: 4.204 -3.900 -1.336
C: 2.933 -3.775 -0.800
C: 2.341 -2.524 -0.711
C: 3.025 -1.394 -1.125
C: 4.292 -1.533 -1.692
C: 4.884 -2.780 -1.793
N: 2.432 -0.062 -1.037
C: 3.203 0.934 -0.833
C: 2.663 2.266 -1.062
C: 3.425 3.404 -0.947
C: 2.873 4.621 -1.329
C: 1.584 4.625 -1.816
C: 0.865 3.441 -1.863
N: 1.377 2.269 -1.479
H: 2.398 -4.648 -0.449
H: 1.353 -2.451 -0.281
H: 4.815 -0.670 -2.092
H: 5.868 -2.882 -2.234
H: 4.243 0.799 -0.556
H: 4.442 3.330 -0.577
H: 3.445 5.538 -1.255
H: 1.118 5.541 -2.155
H: -0.154 3.426 -2.213
O: 0.482 0.053 0.989
C: -0.437 -0.976 1.516
C: -1.208 -1.478 0.307
O: -2.275 -1.979 0.340
O: -0.520 -1.281 -0.888
C: 0.375 -2.112 2.119
C: 0.065 -3.446 1.877
C: 0.818 -4.456 2.470
C: 1.872 -4.138 3.313
C: 2.175 -2.803 3.565
C: 1.432 -1.796 2.967
C: -1.421 -0.337 2.495
C: -1.890 -1.042 3.594
C: -2.787 -0.445 4.473
C: -3.225 0.854 4.256
C: -2.757 1.563 3.160
C: -1.867 0.966 2.276
H: 0.457 0.795 1.613
H: -0.783 -3.712 1.253
H: 0.569 -5.494 2.280
H: 2.447 -4.925 3.788
H: 2.981 -2.548 4.243
H: 1.662 -0.760 3.192
H: -1.551 -2.055 3.781
H: -3.144 -1.001 5.331
H: -3.943 1.307 4.930
H: -3.092 2.580 2.990
H: -1.536 1.526 1.407
S: 2.092 -2.728 -4.059
As: 0.032 -3.170 -4.742
S: 0.424 -0.143 -3.414
S: -1.105 -1.371 -3.751
S: 1.522 -2.154 -6.001
C: -4.633 1.534 -0.466
C: -3.738 2.482 -1.286
C: -3.719 3.885 -0.644
C: -4.240 2.576 -2.739
C: -2.366 1.961 -1.290
C: -1.229 1.514 -1.310
H: -5.654 1.921 -0.471
H: -4.290 1.462 0.569
H: -4.640 0.529 -0.896
H: -4.738 4.275 -0.624
H: -3.100 4.576 -1.219
H: -3.345 3.844 0.381
H: -5.262 2.963 -2.739
H: -4.241 1.594 -3.217
H: -3.617 3.253 -3.329

---

A molecular structure, C32H29AsN5O5PtS2. Source: OMol25; level of theory: wB97M-V/def2-TZVPD.

Charge: +1
HOMO level (hartree): -0.37353
Energy relative to the best compared isomer or geometry (same formula, charge and spin) (kcal per mole): 6.5
Frontier orbital gap (eV): 6.261

Atoms and positions in Å:
Pt: 0.075 1.137 -0.677
O: 0.216 0.396 1.364
N: 1.267 -0.438 1.515
C: 1.168 -1.385 2.480
C: 2.173 -2.293 2.684
C: 3.312 -2.205 1.883
C: 3.387 -1.239 0.899
C: 2.333 -0.349 0.700
S: 2.352 0.847 -0.590
H: 0.239 -1.373 3.030
H: 2.049 -3.072 3.431
H: 4.120 -2.913 2.012
H: 4.241 -1.173 0.239
C: -0.217 1.429 -4.956
C: 0.223 2.729 -5.160
C: 0.554 3.526 -4.077
C: 0.466 3.009 -2.787
C: 0.066 1.688 -2.593
C: -0.297 0.902 -3.670
C: 0.647 3.799 -1.568
C: 1.053 5.145 -1.576
C: 1.111 5.833 -0.406
C: 0.714 5.215 0.798
C: 0.688 5.925 2.019
C: 0.252 5.321 3.161
C: -0.183 3.983 3.115
C: -0.157 3.264 1.951
C: 0.310 3.860 0.763
N: 0.345 3.169 -0.431
H: -0.500 0.817 -5.802
H: 0.292 3.127 -6.163
H: 0.864 4.548 -4.246
H: -0.651 -0.112 -3.535
H: 1.322 5.612 -2.511
H: 1.438 6.865 -0.386
H: 1.013 6.957 2.024
H: 0.230 5.864 4.095
H: -0.547 3.512 4.018
H: -0.485 2.241 1.945
C: -3.379 0.141 1.620
As: -3.400 0.779 -0.196
C: -4.744 2.123 -0.366
C: -3.798 -0.646 -1.417
O: -1.962 1.553 -0.588
H: -3.660 -0.910 1.666
H: -4.082 0.730 2.207
H: -2.375 0.277 2.020
H: -5.722 1.700 -0.141
H: -4.727 2.500 -1.386
H: -4.516 2.926 0.332
H: -4.459 -1.366 -0.937
H: -2.873 -1.138 -1.710
H: -4.285 -0.226 -2.295
O: 2.345 -4.718 3.824
S: 1.115 -5.492 3.672
O: -0.090 -4.690 3.774
O: 1.081 -6.774 4.319
C: 1.230 -5.835 1.883
N: 1.924 -6.855 1.377
C: 2.070 -6.873 0.057
C: 1.587 -5.869 -0.786
C: 0.875 -4.872 -0.149
N: 0.680 -4.882 1.160
C: 0.398 -3.579 -0.678
C: 0.928 -2.906 -1.771
C: 0.705 -1.547 -1.881
N: -0.066 -0.883 -1.004
C: -0.737 -1.579 -0.070
C: -0.525 -2.906 0.130
H: 2.631 -7.706 -0.352
H: 1.765 -5.895 -1.852
H: 1.636 -3.376 -2.439
H: 1.222 -0.952 -2.619
H: -1.322 -1.005 0.627
H: -0.953 -3.420 0.979

---

| no. | electronic energy (Eh) | M (g mol⁻¹) |
| --- | --- | --- |
| 1 | -1698.4460 | 603.515 |
| 2 | -8054.8278 | 870.689 |
| 3 | -5038.0092 | 897.748 |